Computed, not measured: 4 unconnected molecules or ions with the total composition C18H35N3O4P at a distorted geometry, with the ωB97M-V functional and the def2-TZVPD basis.

```
61
Properties=species:S:1:pos:R:3:lowdin_charge:R:1
C 6.62129 -2.50821 0.11490 -0.14
C 5.28861 -3.35087 -0.33398 -0.22
C 3.86654 -2.55657 -0.14726 -0.27
O 3.97589 -1.09265 -0.05069 -0.38
P 2.44811 -0.35900 0.40792 1.08
C 0.99173 -1.62231 0.16778 -0.34
C 0.42302 -1.73396 -1.39315 -0.05
C -0.80332 -2.81458 -1.69974 -0.03
C -1.34219 -3.70040 -0.42965 0.00
C -0.79138 -3.56822 1.13296 -0.01
C 0.42484 -2.49818 1.43251 -0.05
H 6.56815 -1.37037 -0.19726 0.08
H 6.80429 -2.56626 1.29256 0.09
H 7.56227 -2.99052 -0.43929 0.09
H 5.38215 -3.61296 -1.49254 0.12
H 5.20968 -4.37035 0.28107 0.13
H 3.15847 -2.89524 -1.04643 0.13
H 3.39637 -2.94459 0.87869 0.13
H 2.40142 0.05126 1.79560 0.06
H 2.09174 0.79454 -0.41337 0.04
H 0.88332 -1.05260 -2.23941 0.10
H -1.19572 -2.90735 -2.80990 0.10
H -2.18947 -4.49983 -0.62098 0.06
H -1.23857 -4.24632 2.00574 0.12
H 0.91201 -2.30798 2.48905 0.10
C -3.92043 -7.09797 -0.47900 -0.30
O -3.03279 -6.28012 -0.27031 -0.03
N -3.90605 -8.05792 -1.46804 -0.20
C -4.99772 -8.99170 -1.65124 -0.06
C -2.76282 -8.13656 -2.35357 -0.05
H -4.83392 -7.12519 0.13683 0.14
H -4.61561 -10.01002 -1.53552 0.09
H -5.40630 -8.86545 -2.65791 0.09
H -5.79065 -8.82048 -0.91805 0.09
H -1.86347 -8.32057 -1.75817 0.09
H -2.65048 -7.18141 -2.87532 0.09
H -2.89337 -8.94117 -3.08210 0.09
C -0.02285 2.93586 -0.43944 -0.35
O -0.07162 2.59247 0.73530 -0.02
N 0.27642 4.20385 -0.88951 -0.20
C 0.31418 4.53190 -2.29955 -0.06
C 0.56262 5.24289 0.07786 -0.05
H -0.22373 2.22340 -1.25583 0.12
H 1.31598 4.89059 -2.55276 0.09
H -0.41860 5.31883 -2.49961 0.09
H 0.07971 3.65854 -2.91427 0.08
H 1.42286 4.93942 0.68208 0.10
H -0.30358 5.36569 0.73495 0.08
H 0.78078 6.18892 -0.42477 0.09
C -0.20451 8.08033 2.41663 -0.31
O -0.13848 6.85900 2.35105 -0.01
N -1.36134 8.80995 2.58786 -0.21
C -1.35683 10.25655 2.65574 -0.06
C -2.62307 8.10861 2.70382 -0.05
H 0.69660 8.71008 2.33996 0.13
H -1.76918 10.56689 3.62012 0.09
H -1.97872 10.65076 1.84697 0.09
H -0.34287 10.65315 2.55466 0.09
H -2.57694 7.43283 3.56311 0.10
H -2.78552 7.51636 1.79828 0.09
H -3.44698 8.81520 2.83462 0.09
```

Calculated values
net charge = +1
relative energy (zero: lowest compared OMol25 entry of this formula, charge and spin) = 856.8 kJ/mol
HOMO level = -10.79 eV
LUMO level = -3.67 eV
orbital gap = 7.11 eV
calculated total energy = -41166.2735 eV